{"formula": "C28H27ClN4O6S", "method": "the ωB97M-V functional and the def2-TZVPD basis", "total_energy_ev": -71078.6346, "smiles": "O=C(NC[C@H]1CCCO1)[C@H](c1ccccn1)N(Cc1ccccc1Cl)C(=O)CN1C(=O)c2ccccc2S1(=O)=O", "orbital_gap_ev": 8.9, "species": ["O", "C", "N", "C", "C", "C", "C", "C", "O", "C", "C", "C", "C", "C", "C", "N", "N", "C", "C", "C", "C", "C", "C", "C", "Cl", "C", "O", "C", "N", "C", "O", "C", "C", "C", "C", "C", "C", "S", "O", "O", "H", "H", "H", "H", "H", "H", "H", "H", "H", "H", "H", "H", "H", "H", "H", "H", "H", "H", "H", "H", "H", "H", "H", "H", "H", "H", "H"], "coordinates": [[-2.6068, -2.3134, 0.6193], [-2.9561, -1.1822, 0.3430], [-3.8156, -0.4572, 1.0894], [-4.0120, -0.8041, 2.4767], [-3.0249, -0.0043, 3.3598], [-2.9199, -0.5955, 4.7814], [-1.4702, -1.0951, 4.8703], [-1.0237, -1.1113, 3.4066], [-1.7230, -0.0363, 2.8045], [-2.3990, -0.3865, -0.8475], [-2.0428, -1.1670, -2.0878], [-1.5614, -2.4712, -2.0857], [-1.2347, -3.0576, -3.2985], [-1.4014, -2.3334, -4.4663], [-1.9215, -1.0520, -4.3645], [-2.2335, -0.4878, -3.2148], [-1.2372, 0.3111, -0.2647], [-0.0347, -0.4695, -0.1096], [0.9309, -0.3255, -1.2596], [0.6325, 0.4250, -2.3895], [1.5211, 0.5050, -3.4467], [2.7337, -0.1588, -3.3892], [3.0616, -0.8967, -2.2654], [2.1635, -0.9731, -1.2147], [2.5976, -1.8777, 0.1949], [-1.4768, 1.5026, 0.3131], [-2.5852, 2.0151, 0.3009], [-0.3685, 2.2386, 1.0711], [0.9928, 2.0731, 0.6343], [1.4985, 2.5986, -0.5206], [0.8747, 3.2345, -1.3344], [2.9353, 2.2234, -0.6202], [3.7341, 2.4157, -1.7368], [5.0433, 1.9590, -1.7021], [5.5454, 1.3226, -0.5770], [4.7524, 1.1438, 0.5518], [3.4569, 1.6008, 0.5032], [2.1920, 1.6057, 1.7535], [2.3969, 2.6631, 2.6906], [1.8663, 0.3214, 2.2903], [-3.8900, 0.5306, 0.8686], [-3.8184, -1.8752, 2.5673], [-5.0394, -0.5876, 2.7765], [-3.3284, 1.0485, 3.3572], [-3.1330, 0.1556, 5.5391], [-3.6295, -1.4135, 4.9010], [-1.3922, -2.0761, 5.3324], [-0.8578, -0.3911, 5.4329], [0.0420, -0.9248, 3.2704], [-1.2966, -2.0561, 2.9178], [-3.1070, 0.3923, -1.1507], [-1.4765, -3.0273, -1.1670], [-0.8551, -4.0686, -3.3264], [-1.1501, -2.7531, -5.4278], [-2.0999, -0.4452, -5.2427], [0.4555, -0.2229, 0.8335], [-0.3279, -1.5219, -0.0264], [-0.3049, 0.9552, -2.4444], [1.2598, 1.0897, -4.3146], [3.4274, -0.1050, -4.2142], [4.0042, -1.4160, -2.1982], [-0.4139, 1.8776, 2.1039], [-0.6492, 3.2978, 1.0533], [3.3243, 2.9086, -2.6040], [5.6792, 2.0978, -2.5631], [6.5645, 0.9676, -0.5704], [5.1319, 0.6602, 1.4375]], "forces_ev_per_a": [[0.2013, -0.3754, 0.1246], [-0.2660, 0.3462, -0.4716], [-0.3912, 0.2090, 0.1504], [0.3778, 0.0451, 0.1456], [-0.5753, -0.0107, 0.0088], [0.0131, 0.1448, -0.1284], [0.0895, 0.0765, -0.2275], [0.2232, -0.3701, 0.2323], [0.0948, 0.1785, -0.0643], [-0.2424, 0.0501, 0.2359], [-0.1061, -0.2903, 0.0721], [-0.0289, -0.0921, -0.0791], [0.0054, 0.1289, -0.0682], [-0.0082, -0.0295, 0.0916], [0.1048, -0.1562, -0.2921], [-0.1962, 0.4208, 0.1803], [-0.0686, -0.1322, -0.4670], [0.2688, -0.1401, 0.2497], [0.0604, -0.0817, 0.0036], [0.0648, -0.1092, 0.0128], [0.0270, -0.0255, -0.0525], [-0.0566, -0.0675, -0.0261], [-0.0191, -0.0972, 0.0568], [-0.0481, 0.1651, -0.2552], [0.1011, -0.3148, 0.0598], [0.2324, 0.1567, 0.0754], [-0.1011, 0.3310, 0.1738], [-0.3088, 0.3039, 0.3096], [0.5228, -0.2915, 0.5745], [0.3105, 0.2905, -0.5324], [-0.1340, -0.0240, 0.1392], [0.4660, 0.0578, -0.3402], [-0.1607, 0.0697, 0.2693], [-0.0371, 0.0688, -0.0021], [-0.1094, 0.0065, 0.1326], [0.0594, -0.1148, 0.2405], [-0.7281, 0.2689, -0.0845], [-0.0282, 0.2126, -0.1147], [0.1275, 0.2384, -0.0215], [0.0655, -0.1077, -0.1025], [0.1211, -0.1295, -0.1508], [-0.1141, 0.0903, 0.0801], [0.0410, -0.0793, 0.0689], [0.0087, -0.0965, 0.0304], [-0.0451, -0.0384, 0.0375], [-0.0615, -0.0098, 0.0386], [0.0371, -0.0261, 0.0597], [0.0183, -0.0257, 0.0299], [-0.0830, -0.0865, 0.0098], [0.0366, 0.0575, 0.0052], [0.1675, -0.2551, 0.0713], [0.0229, 0.0463, 0.0931], [0.0282, -0.0697, 0.0020], [0.0058, -0.0166, -0.0976], [0.0216, -0.0229, -0.1365], [-0.1927, -0.2350, -0.2010], [0.0460, 0.1341, 0.1170], [-0.0426, 0.0372, 0.0272], [-0.0255, 0.0829, -0.1098], [0.0870, 0.0136, -0.0861], [0.1096, -0.0584, 0.0328], [-0.1945, 0.0601, -0.0504], [0.0320, -0.2349, 0.0008], [-0.0551, 0.0333, -0.0888], [0.0569, -0.0016, -0.0838], [0.0810, -0.0346, 0.0150], [0.0911, -0.0742, 0.0761]], "lowdin_charge": [0.06, -0.42, 0.09, -0.11, -0.30, -0.11, -0.13, -0.18, -0.12, -0.10, -0.23, 0.00, -0.05, -0.06, -0.14, 0.12, 0.03, -0.12, -0.21, -0.04, -0.06, -0.09, -0.11, -0.59, 0.77, -0.41, 0.06, -0.04, -0.11, -0.44, 0.14, -0.12, 0.00, -0.05, -0.05, -0.03, -0.21, 0.73, -0.24, -0.30, 0.12, 0.12, 0.13, 0.15, 0.11, 0.11, 0.11, 0.11, 0.11, 0.12, 0.15, 0.11, 0.11, 0.10, 0.11, 0.08, 0.12, 0.12, 0.11, 0.11, 0.11, 0.13, 0.15, 0.13, 0.11, 0.11, 0.13]}